# 1
The following is a DFT calculation (ωB97M-V/def2-TZVPD) of 2 unconnected molecules or ions with the total composition C22H21F6 in a non-equilibrium geometry.

Bonds (Å) are listed after each position.
CARTESIAN COORDINATES (ANGSTROEM)
1 C -2.09 -2.69 1.45  C2 1.503, H8 1.099, H9 1.105, H10 1.102
2 C -0.59 -2.61 1.42  C1 1.503, C3 1.354, C7 1.510
3 C 0.08 -1.44 1.43  C2 1.354, C4 1.497, H11 1.100
4 C 1.57 -1.35 1.36  C3 1.497, C5 1.553, H12 1.104, H13 1.102
5 C 2.29 -2.71 1.15  C4 1.553, C6 1.519, H14 1.096, H15 1.097
6 C 1.60 -3.87 1.85  C5 1.519, C7 1.532, H16 1.091, H17 1.094
7 C 0.11 -3.95 1.52  C2 1.510, C6 1.532, H18 1.102, H19 1.100
8 H -2.40 -3.74 1.40  C1 1.099
9 H -2.50 -2.25 2.37  C1 1.105
10 H -2.56 -2.16 0.60  C1 1.102
11 H -0.40 -0.57 1.91  C3 1.100
12 H 1.90 -0.62 0.61  C4 1.104
13 H 1.89 -0.93 2.33  C4 1.102
14 H 2.35 -2.92 0.08  C5 1.096
15 H 3.33 -2.61 1.50  C5 1.097
16 H 2.07 -4.81 1.56  C6 1.091
17 H 1.72 -3.77 2.93  C6 1.094
18 H -0.41 -4.56 2.27  C7 1.102
19 H -0.03 -4.49 0.57  C7 1.100
20 F -0.97 0.67 -6.25  C21 1.372
21 C -1.01 -0.51 -5.56  F20 1.372, F22 1.364, F23 1.376, C24 1.501
22 F -2.17 -1.14 -5.93  C21 1.364
23 F 0.03 -1.28 -6.02  C21 1.376
24 C -0.89 -0.31 -4.08  C21 1.501, C25 1.394, C40 1.392
25 C -1.73 -0.99 -3.20  C24 1.394, C26 1.384, H41 1.086
26 C -1.67 -0.67 -1.85  C25 1.384, C27 1.422, H42 1.091
27 C -0.72 0.26 -1.35  C26 1.422, C28 1.430, C39 1.424
28 C -0.76 0.62 0.03  C27 1.430, C29 1.438, H43 1.092
29 C -0.28 1.86 0.57  C28 1.438, C30 1.427, C38 1.429
30 C 0.07 3.00 -0.20  C29 1.427, C31 1.384, H44 1.091
31 C 0.55 4.16 0.38  C30 1.384, C32 1.392, H45 1.091
32 C 0.61 4.25 1.77  C31 1.392, C33 1.503, C37 1.395
33 C 1.13 5.50 2.42  C32 1.503, F34 1.373, F35 1.376, F36 1.367
34 F 0.40 5.84 3.53  C33 1.373
35 F 2.43 5.32 2.84  C33 1.376
36 F 1.12 6.58 1.58  C33 1.367
37 C 0.21 3.19 2.58  C32 1.395, C38 1.380, H46 1.086
38 C -0.26 2.03 1.99  C29 1.429, C37 1.380, H47 1.093
39 C 0.22 0.80 -2.27  C27 1.424, C40 1.384, H48 1.088
40 C 0.11 0.54 -3.63  C24 1.392, C39 1.384, H49 1.087
41 H -2.44 -1.72 -3.57  C25 1.086
42 H -2.42 -1.10 -1.18  C26 1.091
43 H -1.55 0.12 0.60  C28 1.092
44 H -0.12 3.00 -1.28  C30 1.091
45 H 0.86 5.00 -0.24  C31 1.091
46 H 0.24 3.29 3.66  C37 1.086
47 H -0.67 1.25 2.63  C38 1.093
48 H 1.01 1.47 -1.93  C39 1.088
49 H 0.78 1.02 -4.34  C40 1.087

Computed properties:
Net charge   +1
ΔE to the lowest compared entry with this formula, charge and spin   60.6 kJ/mol
Highest occupied orbital energy   -11.9 eV
Spin multiplicity   1

Now the Löwdin charges, all in e: C -0.0384; C -0.2437; C -0.0996; C -0.1793; C -0.1838; C -0.1903; C -0.1485; H 0.0884; H 0.1027; H 0.0580; H 0.0798; H 0.1085; H 0.1203; H 0.1158; H 0.1156; H 0.1155; H 0.1202; H 0.1307; H 0.1316; F 0.1339; C -0.5041; F 0.1352; F 0.1343; C -0.0772; C 0.0378; C 0.0382; C -0.1695; C 0.0879; C -0.1583; C 0.0216; C 0.0326; C -0.0786; C -0.5003; F 0.1308; F 0.1342; F 0.1318; C 0.0285; C 0.0238; C 0.0192; C 0.0310; H 0.1377; H 0.1134; H 0.1208; H 0.1201; H 0.1406; H 0.1407; H 0.1259; H 0.1214; H 0.1432



# 2
The following is a DFT calculation (ωB97M-V/def2-TZVPD) of 2 unconnected molecules or ions with the total composition C22H21N2 in a non-equilibrium geometry.

Bonds (Å) are listed after each position.
CARTESIAN COORDINATES (ANGSTROEM)
1 C -4.74 -3.10 1.36  C2 1.491, H15 1.092, H16 1.093, H17 1.095
2 C -3.32 -2.64 1.28  C1 1.491, C3 1.405, C14 1.397
3 C -3.00 -1.27 1.18  C2 1.405, C4 1.384, H18 1.092
4 C -1.69 -0.87 0.98  C3 1.384, C5 1.434, H19 1.091
5 C -0.62 -1.82 0.89  C4 1.434, C6 1.416, C13 1.430
6 C 0.68 -1.34 0.61  C5 1.416, C7 1.419, H20 1.091
7 C 1.94 -1.94 0.90  C6 1.419, C8 1.434, C12 1.430
8 C 3.09 -1.09 0.99  C7 1.434, C9 1.388, H21 1.094
9 C 4.35 -1.62 1.21  C8 1.388, C10 1.407, H22 1.090
10 C 4.53 -3.01 1.34  C9 1.407, C11 1.402, H23 1.087
11 C 3.42 -3.86 1.29  C10 1.402, C12 1.390, H24 1.091
12 C 2.14 -3.34 1.08  C7 1.430, C11 1.390, H25 1.082
13 C -0.98 -3.19 1.07  C5 1.430, C14 1.382, H26 1.080
14 C -2.29 -3.58 1.25  C2 1.397, C13 1.382, H27 1.093
15 H -4.77 -4.19 1.38  C1 1.092
16 H -5.23 -2.72 2.26  C1 1.093
17 H -5.33 -2.76 0.51  C1 1.095
18 H -3.80 -0.53 1.24  C3 1.092
19 H -1.43 0.19 0.88  C4 1.091
20 H 0.72 -0.33 0.20  C6 1.091
21 H 2.93 -0.01 0.88  C8 1.094
22 H 5.21 -0.95 1.27  C9 1.090
23 H 5.53 -3.44 1.42  C10 1.087
24 H 3.53 -4.94 1.38  C11 1.091
25 H 1.32 -4.04 1.05  C12 1.082
26 H -0.23 -3.97 1.04  C13 1.080
27 H -2.53 -4.64 1.34  C14 1.093
28 C -1.12 5.82 -0.11  C29 1.500, H38 1.091, H39 1.097, H40 1.097
29 C -0.54 4.75 -0.99  C28 1.500, C30 1.406, C34 1.407
30 C -0.27 3.47 -0.47  C29 1.406, C31 1.403, H41 1.095
31 C 0.29 2.50 -1.31  C30 1.403, C32 1.419, N37 1.389
32 C 0.57 2.82 -2.67  C31 1.419, C33 1.390, N35 1.396
33 C 0.30 4.07 -3.20  C32 1.390, C34 1.400, H42 1.085
34 C -0.26 5.03 -2.34  C29 1.407, C33 1.400, H43 1.087
35 N 1.11 1.65 -3.22  C32 1.396, C36 1.369, H44 1.014
36 C 1.13 0.70 -2.24  N35 1.369, N37 1.333, H45 1.096
37 N 0.65 1.18 -1.10  C31 1.389, C36 1.333
38 H -1.27 6.74 -0.68  C28 1.091
39 H -2.08 5.51 0.31  C28 1.097
40 H -0.44 6.05 0.73  C28 1.097
41 H -0.45 3.19 0.57  C30 1.095
42 H 0.51 4.28 -4.24  C33 1.085
43 H -0.50 6.03 -2.69  C34 1.087
44 H 1.43 1.49 -4.17  N35 1.014
45 H 1.52 -0.31 -2.43  C36 1.096

Computed properties:
Net charge   +1
ΔE to the lowest compared entry with this formula, charge and spin   24.8 kJ/mol
Highest occupied orbital energy   -10.9 eV
Spin multiplicity   1

Now the Löwdin charges, all in e: C -0.0272; C -0.2295; C -0.0049; C 0.0279; C -0.1655; C 0.1149; C -0.1725; C 0.0115; C -0.0456; C -0.0199; C -0.0446; C 0.0088; C 0.0216; C -0.0081; H 0.0843; H 0.1000; H 0.1012; H 0.1306; H 0.1202; H 0.0708; H 0.1269; H 0.1181; H 0.1204; H 0.1196; H 0.0853; H 0.0863; H 0.1282; C -0.0563; C -0.2751; C 0.0231; C -0.2259; C -0.1950; C -0.0044; C -0.0375; N 0.1064; C -0.1440; N 0.0647; H 0.0756; H 0.0855; H 0.0872; H 0.1186; H 0.1124; H 0.1118; H 0.1621; H 0.1323



# 3
The following is a DFT calculation (ωB97M-V/def2-TZVPD) of 2 unconnected molecules or ions with the total composition C22H21N2O in a non-equilibrium geometry.

Bonds (Å) are listed after each position.
CARTESIAN COORDINATES (ANGSTROEM)
1 C 0.76 6.05 0.26  O2 1.445, H16 1.091, H17 1.099, H18 1.099
2 O -0.38 5.36 -0.29  C1 1.445, C3 1.358
3 C -0.23 4.13 -0.84  O2 1.358, C4 1.421, C15 1.419
4 C -1.42 3.47 -1.25  C3 1.421, C5 1.368, H19 1.088
5 C -1.38 2.15 -1.61  C4 1.368, C6 1.432, H20 1.090
6 C -0.15 1.42 -1.64  C5 1.432, C7 1.412, C14 1.430
7 C -0.22 0.03 -1.88  C6 1.412, C8 1.425, H21 1.091
8 C 0.85 -0.89 -2.04  C7 1.425, C9 1.429, C13 1.422
9 C 0.66 -2.03 -2.88  C8 1.429, C10 1.386, H22 1.093
10 C 1.68 -2.96 -3.07  C9 1.386, C11 1.403, H23 1.091
11 C 2.92 -2.77 -2.45  C10 1.403, C12 1.402, H24 1.090
12 C 3.13 -1.66 -1.62  C11 1.402, C13 1.392, H25 1.092
13 C 2.10 -0.75 -1.38  C8 1.422, C12 1.392, H26 1.091
14 C 1.06 2.17 -1.46  C6 1.430, C15 1.385, H27 1.089
15 C 1.02 3.47 -0.99  C3 1.419, C14 1.385, H28 1.094
16 H 0.35 7.00 0.60  C1 1.091
17 H 1.19 5.50 1.11  C1 1.099
18 H 1.53 6.22 -0.51  C1 1.099
19 H -2.35 4.02 -1.19  C4 1.088
20 H -2.29 1.64 -1.90  C5 1.090
21 H -1.22 -0.35 -2.10  C7 1.091
22 H -0.31 -2.15 -3.37  C9 1.093
23 H 1.50 -3.83 -3.69  C10 1.091
24 H 3.73 -3.49 -2.62  C11 1.090
25 H 4.10 -1.51 -1.14  C12 1.092
26 H 2.23 0.05 -0.65  C13 1.091
27 H 2.02 1.72 -1.69  C14 1.089
28 H 1.95 3.98 -0.70  C15 1.094
29 C -1.32 -0.07 4.02  N30 1.457, H39 1.093, H40 1.097, H41 1.097
30 N -1.15 -0.62 2.68  C29 1.457, C31 1.367, C34 1.397
31 C -0.86 0.07 1.53  N30 1.367, N32 1.338, H42 1.088
32 N -0.82 -0.76 0.48  C31 1.338, C33 1.381
33 C -1.04 -2.04 0.96  N32 1.381, C34 1.414, C38 1.399
34 C -1.27 -1.97 2.35  N30 1.397, C33 1.414, C35 1.385
35 C -1.56 -3.06 3.14  C34 1.385, C36 1.405, H43 1.091
36 C -1.62 -4.31 2.50  C35 1.405, C37 1.405, H44 1.091
37 C -1.39 -4.42 1.12  C36 1.405, C38 1.404, H45 1.091
38 C -1.09 -3.29 0.33  C33 1.399, C37 1.404, H46 1.090
39 H -1.55 -0.89 4.70  C29 1.093
40 H -0.40 0.43 4.35  C29 1.097
41 H -2.14 0.66 4.04  C29 1.097
42 H -0.72 1.14 1.54  C31 1.088
43 H -1.74 -2.93 4.21  C35 1.091
44 H -1.85 -5.20 3.08  C36 1.091
45 H -1.44 -5.40 0.65  C37 1.091
46 H -0.90 -3.34 -0.74  C38 1.090

Computed properties:
Net charge   +1
ΔE to the lowest compared entry with this formula, charge and spin   38.2 kJ/mol
Highest occupied orbital energy   -11.0 eV
Spin multiplicity   1

Now the Löwdin charges, all in e: C -0.0345; O -0.0532; C -0.2212; C 0.0241; C 0.0045; C -0.2077; C 0.0711; C -0.2140; C -0.0164; C -0.0554; C -0.0356; C -0.0480; C -0.0169; C 0.0183; C 0.0186; H 0.1020; H 0.1040; H 0.1010; H 0.1337; H 0.1328; H 0.1325; H 0.1253; H 0.1174; H 0.1180; H 0.1167; H 0.1109; H 0.1150; H 0.1187; C 0.0000; N -0.0731; C -0.0855; N 0.1114; C -0.2193; C -0.1674; C -0.0070; C -0.0718; C -0.0790; C -0.0071; H 0.0820; H 0.0985; H 0.0994; H 0.1372; H 0.1064; H 0.1085; H 0.1065; H 0.0988



| no. | frontier orbital gap (eV) |
| --- | --- |
| 1 | 5.6 |
| 2 | 5.5 |
| 3 | 6.2 |